Computed, not measured: a molecular structure, C58H41MgN4O2Te at a distorted geometry, with wB97M-V/def2-TZVPD.

Last column: Löwdin charge in e.
Atoms and positions in Å:
Mg  -0.625  -0.273  0.653  0.57
C  -4.996  -6.115  3.004  -0.11
C  -3.965  -6.287  2.095  -0.09
C  -3.176  -5.212  1.721  -0.03
C  -3.413  -3.948  2.249  -0.21
C  -4.451  -3.783  3.164  -0.03
C  -5.233  -4.861  3.543  -0.09
C  -2.588  -2.784  1.841  -0.07
C  -1.295  -2.682  2.353  -0.23
C  -0.695  -3.653  3.237  0.01
C  0.487  -3.132  3.637  0.01
C  0.610  -1.855  2.983  -0.23
N  -0.467  -1.627  2.199  0.10
C  1.665  -0.970  3.197  -0.07
C  1.873  0.185  2.448  -0.23
C  3.058  1.000  2.547  0.01
C  2.895  2.014  1.665  0.00
C  1.590  1.833  1.075  -0.28
C  1.003  2.768  0.221  -0.14
C  1.685  4.078  0.106  -0.21
C  2.276  4.560  -1.056  -0.03
C  2.878  5.808  -1.062  -0.08
C  2.889  6.592  0.080  -0.10
C  2.298  6.119  1.240  -0.09
C  1.705  4.871  1.252  -0.03
C  -0.268  2.643  -0.342  -0.31
N  -1.138  1.632  -0.133  0.09
C  -2.263  1.931  -0.818  -0.22
C  -3.423  1.148  -0.852  -0.05
C  -4.618  1.685  -1.532  -0.19
C  -5.799  1.823  -0.800  -0.04
C  -6.943  2.332  -1.382  -0.09
C  -6.937  2.719  -2.712  -0.11
C  -5.771  2.588  -3.449  -0.09
C  -4.624  2.074  -2.869  -0.04
C  -3.562  -0.089  -0.214  -0.23
C  -4.715  -0.946  -0.363  -0.01
C  -4.485  -2.036  0.402  0.01
C  -3.188  -1.850  1.001  -0.24
N  -2.660  -0.672  0.602  0.10
C  -2.108  3.205  -1.483  0.00
C  -0.862  3.643  -1.194  0.00
N  1.019  0.702  1.538  0.10
C  2.566  -1.198  4.357  -0.21
C  2.312  -0.510  5.542  -0.02
C  3.146  -0.663  6.636  -0.09
C  4.246  -1.502  6.559  -0.11
C  4.496  -2.202  5.391  -0.09
C  3.659  -2.054  4.297  -0.04
H  -5.614  -6.957  3.288  0.09
H  -3.778  -7.259  1.659  0.10
H  -2.381  -5.327  1.001  0.13
H  -4.645  -2.801  3.573  0.12
H  -6.039  -4.725  4.251  0.10
H  -1.114  -4.606  3.501  0.10
H  1.224  -3.571  4.284  0.10
H  3.904  0.789  3.176  0.11
H  3.590  2.795  1.411  0.11
H  2.290  3.949  -1.949  0.10
H  3.351  6.172  -1.965  0.10
H  3.370  7.562  0.075  0.09
H  2.303  6.721  2.139  0.10
H  1.255  4.488  2.157  0.13
H  -5.811  1.518  0.236  0.12
H  -7.848  2.420  -0.796  0.10
H  -7.836  3.108  -3.170  0.09
H  -5.754  2.876  -4.494  0.10
H  -3.730  1.948  -3.464  0.12
H  -5.567  -0.765  -0.991  0.11
H  -5.118  -2.895  0.524  0.11
H  -2.842  3.700  -2.091  0.10
H  -0.387  4.547  -1.529  0.11
H  1.461  0.156  5.597  0.12
H  2.942  -0.123  7.552  0.10
H  4.913  -1.599  7.406  0.09
H  5.352  -2.861  5.328  0.10
H  3.860  -2.592  3.381  0.12
C  -1.177  -1.787  -2.874  0.01
C  -0.657  -1.823  -1.433  -0.70
O  -0.886  -2.789  -0.726  0.05
O  0.008  -0.806  -1.043  -0.30
H  -0.820  -2.649  -3.434  0.08
H  -0.866  -0.865  -3.360  0.04
H  -2.264  -1.832  -2.837  0.08
Te  1.556  0.740  -2.368  1.54
C  3.222  1.680  -3.453  -0.49
C  3.058  2.396  -4.630  -0.16
C  4.123  3.055  -5.221  -0.11
C  5.377  3.006  -4.640  -0.11
C  5.568  2.266  -3.486  -0.10
C  4.498  1.614  -2.904  -0.15
C  2.237  -1.165  -3.059  -0.48
C  2.890  -2.002  -2.171  -0.13
C  3.354  -3.240  -2.578  -0.09
C  3.150  -3.656  -3.882  -0.10
C  2.477  -2.837  -4.772  -0.10
C  2.019  -1.597  -4.359  -0.14
H  2.077  2.431  -5.082  0.09
H  3.982  3.621  -6.132  0.09
H  6.202  3.536  -5.094  0.09
H  6.553  2.221  -3.043  0.10
H  4.642  1.038  -1.997  0.09
H  3.027  -1.670  -1.152  0.10
H  3.887  -3.871  -1.880  0.10
H  3.518  -4.616  -4.211  0.09
H  2.315  -3.159  -5.794  0.10
H  1.489  -0.953  -5.050  0.10

Cartesian forces, eV/Å:
Mg -0.14 0.81 1.10
C -0.01 -0.13 0.01
C 0.01 -0.13 -0.07
C 0.00 0.12 0.01
C -0.04 -0.12 0.03
C 0.04 0.00 -0.03
C -0.12 -0.04 0.02
C 0.17 0.15 -0.03
C -0.23 -0.31 0.27
C 0.09 -0.06 0.08
C -0.13 -0.09 0.02
C 0.13 -0.06 0.37
N 0.03 0.09 -0.13
C -0.12 0.02 -0.30
C 0.17 -0.04 0.34
C 0.05 0.12 -0.11
C 0.05 -0.11 0.12
C 0.21 0.47 0.02
C -0.20 -0.24 0.20
C 0.04 0.15 0.02
C 0.02 -0.11 0.05
C 0.08 0.15 -0.10
C 0.10 0.08 -0.02
C 0.04 0.11 0.09
C 0.05 0.05 -0.05
C 0.09 0.42 0.08
N 0.17 -0.24 0.08
C -0.27 0.11 -0.13
C 0.33 -0.06 0.09
C -0.23 0.13 -0.07
C 0.04 0.05 0.00
C -0.16 0.01 -0.04
C -0.02 0.03 -0.06
C -0.06 0.04 -0.17
C -0.01 -0.12 0.03
C -0.30 0.13 -0.20
C -0.06 -0.20 0.06
C -0.08 0.11 -0.08
C -0.29 -0.28 0.17
N 0.25 0.06 0.05
C 0.15 0.18 -0.05
C -0.25 0.00 -0.09
N -0.21 -0.12 -0.22
C 0.08 -0.11 0.02
C 0.04 -0.04 -0.08
C 0.03 0.04 0.11
C 0.10 -0.02 0.06
C 0.12 -0.07 0.08
C -0.03 0.04 -0.05
H -0.02 -0.01 0.02
H -0.01 -0.05 0.01
H 0.11 -0.04 -0.09
H 0.03 0.07 0.01
H -0.02 0.04 0.05
H -0.10 -0.08 0.07
H 0.04 -0.05 0.14
H 0.09 0.02 0.06
H 0.04 0.10 0.06
H -0.03 -0.05 -0.05
H 0.02 -0.02 -0.07
H -0.02 0.01 -0.04
H 0.01 0.04 0.04
H -0.06 -0.01 0.04
H 0.04 0.02 0.06
H -0.06 0.03 0.05
H -0.01 0.03 -0.03
H -0.01 0.01 -0.01
H 0.08 -0.01 0.00
H -0.09 0.06 -0.06
H -0.07 -0.14 0.02
H -0.08 0.05 -0.01
H 0.01 0.11 0.02
H -0.05 0.01 -0.05
H -0.01 0.03 0.01
H 0.00 -0.05 0.04
H 0.02 -0.02 -0.01
H -0.01 -0.02 -0.08
C 0.10 0.14 0.33
C -0.23 -0.98 -1.25
O -0.24 -0.55 0.19
O 0.55 0.27 -0.49
H 0.05 -0.04 0.06
H -0.03 0.01 -0.14
H -0.11 -0.01 0.00
Te 0.98 -0.01 -0.95
C -0.39 -0.26 0.36
C -0.38 -0.05 -0.01
C 0.09 0.18 -0.14
C 0.08 0.04 -0.15
C 0.15 0.09 -0.02
C -0.05 -0.21 0.32
C -0.34 0.35 0.10
C 0.06 0.14 0.31
C 0.09 -0.12 -0.02
C 0.08 -0.10 -0.04
C 0.00 0.02 -0.14
C -0.08 0.23 -0.15
H -0.09 0.09 -0.09
H -0.08 0.01 -0.06
H 0.08 0.02 -0.03
H 0.06 -0.07 0.10
H 0.06 0.04 0.06
H 0.05 -0.04 0.11
H -0.03 -0.06 0.05
H 0.03 -0.14 -0.01
H -0.02 -0.01 0.01
H 0.01 -0.02 -0.02

Results
charge: -1
orbital gap: 0.20795 Ha
E_tot: -3072.67345 a.u.
LUMO level: 1.6 eV
E_HOMO: -4.041 eV
ΔE to the lowest compared entry with this formula, charge and spin: 0.783 eV


Computed, not measured: 10 unconnected molecules or ions with the total composition C4H27N2O10S at a distorted geometry, with wB97M-V/def2-TZVPD.

Last column: Löwdin charge in e.
Atoms and positions in Å:
C  0.999  0.347  -0.510  -0.13
N  1.436  -0.077  0.793  0.06
C  1.720  0.787  1.794  -0.28
O  1.672  1.993  1.561  -0.03
C  -0.290  -0.437  -0.982  -0.41
C  -1.421  0.051  -0.077  -0.55
S  -3.073  -0.731  -0.197  0.74
N  -0.775  -0.310  -2.379  0.01
H  0.646  1.410  -0.433  0.12
H  1.810  0.089  -1.260  0.14
H  1.452  -1.099  0.897  0.10
H  2.025  0.448  2.819  0.17
H  0.023  -1.507  -0.956  0.13
H  -1.660  1.102  -0.143  0.06
H  -1.172  -0.323  0.927  0.04
H  -1.672  -0.782  -2.489  0.06
H  -1.015  0.728  -2.502  0.12
H  1.541  -0.614  -3.553  0.03
H  0.415  -1.456  -3.248  0.02
O  1.383  -1.567  -3.449  -0.09
H  -1.726  -2.411  0.564  -0.03
H  -2.021  -3.562  1.515  0.08
O  -1.383  -2.862  1.367  -0.08
H  0.698  2.742  -2.373  0.01
H  0.905  1.654  -3.321  0.01
O  0.972  2.627  -3.286  -0.05
H  -2.176  3.923  -0.829  0.03
H  -0.852  3.673  0.038  -0.05
O  -1.267  4.156  -0.657  -0.05
H  -0.724  1.634  2.482  -0.01
H  -1.848  0.947  3.261  0.05
O  -1.014  1.404  3.357  -0.04
H  -0.266  4.299  2.297  0.08
H  0.503  2.883  2.050  0.03
O  -0.312  3.463  1.804  -0.12
H  1.282  -3.577  -2.496  0.04
H  2.210  -2.767  -1.843  0.04
O  1.905  -3.687  -1.767  -0.06
H  1.416  -3.395  -0.113  0.00
H  0.287  -3.186  0.915  0.01
O  1.244  -2.998  0.766  -0.09
H  -0.896  -1.412  2.502  -0.02
H  -0.438  -0.347  3.759  0.02
O  -0.543  -1.253  3.396  -0.09

Cartesian forces, eV/Å:
C -0.68 0.33 -1.81
N -0.24 -0.99 0.80
C 0.15 0.09 -0.61
O 0.40 -0.03 0.45
C -0.38 -0.73 -0.02
C -0.81 -1.98 0.76
S 0.44 -0.02 -0.35
N 0.35 3.10 -0.20
H 1.18 -0.62 -0.39
H -0.82 1.01 0.66
H 0.22 0.01 0.51
H -0.37 -0.47 -1.07
H -0.79 0.46 0.90
H 0.76 0.45 0.18
H 0.05 0.96 0.29
H 0.20 -0.07 0.32
H 0.37 -1.82 -0.22
H 0.59 -0.43 -0.21
H 0.71 -0.19 -0.18
O -0.87 0.69 0.07
H 0.05 -0.41 0.34
H -0.15 -0.25 0.30
O -0.38 0.36 -0.90
H -0.06 0.83 0.35
H 0.22 0.54 -0.53
O -0.21 -1.28 0.18
H -0.12 -0.35 0.42
H 0.02 -0.64 1.51
O 0.07 1.06 -1.97
H -0.21 0.49 -0.54
H -0.33 -0.04 -0.07
O -0.02 -0.28 1.10
H 0.01 -0.61 -0.22
H -1.06 1.78 -0.64
O 0.98 -0.35 0.46
H -0.22 -0.83 -0.16
H 0.63 -0.14 0.28
O -0.19 0.77 -0.45
H 0.17 -0.01 0.28
H 0.88 0.18 0.28
O -0.73 -0.09 -0.27
H 0.24 0.69 0.90
H -0.46 -0.56 -1.36
O 0.42 -0.62 0.84

Results
orbital gap (alpha / beta): 0.37885 / 0.25820 Ha
E_tot: -1428.62910 a.u.
LUMO level (alpha / beta): -0.1 / -3.3 eV
spin multiplicity: 2
E_HOMO (alpha / beta): -10.414 / -10.357 eV
expectation value of S²: 0.753


- Which of these has the highest E_tot?
  C4H27N2O10S


- Which of these has the lowest E_tot?
  C58H41MgN4O2Te


- E_tot of number 1 (C58H41MgN4O2Te)?
  -3072.67345 a.u.